1.
{
  "formula": "C47H40N5O5S2Sm",
  "method": "the ωB97M-V functional and the def2-TZVPD basis",
  "symbols": ["Sm", "C", "O", "C", "N", "C", "C", "C", "C", "C", "C", "C", "C", "C", "C", "C", "C", "N", "C", "N", "C", "C", "O", "C", "C", "C", "C", "C", "C", "H", "H", "H", "H", "H", "H", "H", "H", "H", "H", "H", "H", "H", "H", "H", "H", "H", "H", "H", "C", "C", "N", "N", "C", "S", "S", "C", "C", "C", "C", "C", "C", "C", "C", "C", "C", "C", "C", "C", "O", "H", "H", "H", "H", "H", "H", "H", "H", "H", "H", "H", "H", "H", "H", "C", "C", "O", "C", "C", "C", "C", "C", "C", "O", "H", "H", "H", "H", "H", "H", "H"],
  "coordinates": [[-1.600, -0.473, 0.007], [1.338, -1.452, 3.899], [0.812, -0.102, 4.007], [0.265, 0.179, 2.760], [0.262, -0.790, 1.928], [0.810, -1.959, 2.537], [1.840, -2.632, 1.689], [2.285, -3.917, 2.055], [3.311, -4.503, 1.349], [3.804, -3.909, 0.178], [3.203, -2.752, -0.304], [2.166, -2.164, 0.419], [-0.253, 1.532, 2.694], [-0.737, 2.159, 3.825], [-2.069, 2.588, 3.930], [-3.095, 2.386, 3.002], [-3.092, 1.374, 1.945], [-2.615, 0.202, 1.978], [-3.689, 1.870, 0.644], [-3.368, 1.414, -0.511], [-4.167, 2.033, -1.591], [-4.869, 3.160, -0.806], [-4.533, 2.889, 0.659], [-3.376, 2.520, -2.788], [-2.266, 3.348, -2.495], [-1.454, 3.801, -3.541], [-1.868, 3.601, -4.870], [-3.038, 2.862, -5.115], [-3.762, 2.286, -4.098], [1.008, -2.095, 4.733], [2.462, -1.385, 3.918], [0.014, -2.696, 2.701], [1.908, -4.328, 2.962], [3.728, -5.442, 1.732], [4.627, -4.374, -0.331], [3.601, -2.338, -1.244], [1.615, -1.295, 0.036], [-0.092, 2.163, 4.715], [-2.332, 3.096, 4.839], [-3.962, 2.982, 3.049], [-4.974, 1.341, -1.870], [-5.949, 3.234, -0.941], [-4.375, 4.121, -0.936], [-1.978, 3.467, -1.449], [-0.506, 4.275, -3.349], [-1.340, 4.122, -5.682], [-3.470, 2.773, -6.132], [-4.613, 1.650, -4.336], [3.497, 1.732, -2.501], [2.331, 0.935, -2.018], [1.795, 1.129, -0.789], [2.263, 2.117, -0.066], [1.536, 2.638, 0.886], [-0.242, 2.090, 1.050], [2.167, 3.925, 1.867], [3.932, 3.442, 2.154], [4.031, 2.980, 3.620], [4.815, 1.878, 3.987], [4.856, 1.411, 5.301], [4.034, 2.056, 6.252], [3.278, 3.190, 5.930], [3.279, 3.611, 4.590], [1.718, -0.095, -2.819], [2.513, -0.776, -3.809], [1.910, -1.512, -4.801], [0.491, -1.662, -4.832], [-0.258, -1.182, -3.776], [0.316, -0.392, -2.769], [-0.516, 0.095, -1.880], [4.161, 1.819, -1.590], [3.215, 2.729, -2.849], [3.960, 1.248, -3.368], [4.517, 4.377, 1.923], [4.244, 2.653, 1.456], [5.320, 1.288, 3.264], [5.478, 0.576, 5.625], [4.093, 1.732, 7.280], [2.809, 3.795, 6.735], [2.698, 4.486, 4.369], [3.605, -0.708, -3.765], [2.550, -2.033, -5.496], [0.032, -2.242, -5.662], [-1.326, -1.331, -3.798], [-5.221, -2.843, -1.841], [-3.780, -2.620, -1.488], [-3.364, -1.433, -1.318], [-2.911, -3.807, -1.317], [-3.055, -4.874, -2.228], [-2.103, -5.923, -2.269], [-1.054, -5.918, -1.389], [-0.850, -4.852, -0.512], [-1.713, -3.759, -0.505], [-1.418, -2.745, 0.251], [-5.864, -2.002, -1.511], [-5.618, -3.762, -1.354], [-5.308, -3.013, -2.913], [-3.941, -4.851, -2.875], [-2.156, -6.734, -3.003], [-0.331, -6.746, -1.444], [-0.030, -4.941, 0.214]],
  "forces_ev_per_a": [[0.7, -0.6, -0.9], [1.0, 0.1, 0.2], [-0.2, -0.8, -0.7], [1.8, -0.5, 2.5], [-0.9, 1.8, -0.8], [0.0, -0.6, 0.6], [-0.5, -1.3, -1.2], [0.6, 1.7, -0.1], [0.3, -0.6, -0.2], [-0.5, 0.0, 0.7], [0.4, -0.4, -0.3], [0.1, 0.8, 0.2], [0.8, -0.7, -0.9], [-0.1, -0.6, 0.5], [-1.0, 0.7, -1.0], [2.2, -0.3, 1.2], [0.3, -0.7, -1.1], [-0.6, 0.7, 0.4], [0.0, 0.3, -1.3], [0.7, -1.0, 0.2], [-0.8, -0.1, 1.1], [1.0, 0.7, 1.3], [-1.4, 0.3, -1.1], [0.4, 0.8, 1.1], [0.2, -1.1, -0.8], [-0.8, -0.4, -0.2], [-0.6, 0.2, 0.3], [0.3, 0.7, -1.3], [0.0, -0.3, 0.6], [0.0, 0.6, -0.2], [-1.0, 0.0, 0.0], [-0.1, 0.2, -0.1], [-0.2, -0.5, 0.6], [-0.1, 0.3, -0.4], [0.2, 0.0, -0.3], [-0.6, 0.0, 0.5], [0.6, -0.2, 0.1], [-0.5, -0.5, -0.1], [-0.1, 0.6, 0.2], [-1.0, 0.5, 0.5], [0.5, -0.2, -0.3], [0.2, -0.1, 0.3], [-0.3, 0.1, -0.4], [0.0, 0.1, -0.3], [0.0, 0.3, 0.1], [-0.2, -0.6, 0.3], [0.7, 0.0, 0.6], [0.1, 0.2, 0.2], [0.5, -0.1, 0.7], [-1.2, 0.6, 3.3], [-0.4, -1.9, -3.1], [0.3, 2.4, 1.9], [0.5, -2.0, -2.0], [-0.1, 1.4, -0.6], [0.0, 0.1, -0.1], [-0.1, 0.4, 0.5], [0.3, -0.4, -0.7], [-0.5, -0.1, 0.7], [-1.2, 1.0, 0.5], [0.7, 0.2, -0.1], [0.7, -0.3, -0.2], [0.0, 0.3, 1.5], [0.1, -0.9, -1.1], [-0.9, 0.6, 0.4], [-0.3, -0.3, 0.2], [0.8, -0.5, 0.1], [0.4, -0.4, -1.7], [-0.1, 0.6, 0.6], [0.2, -0.2, 0.4], [-0.3, 0.2, -1.3], [-0.1, 0.0, 0.3], [0.1, 0.1, 0.5], [-0.5, -1.0, 0.4], [-0.3, 0.3, 0.1], [0.6, -0.1, -0.8], [-0.2, 0.2, -0.3], [-0.1, -0.1, 0.2], [0.1, -0.7, -0.8], [-0.2, 0.2, -0.3], [-0.5, 0.0, -0.1], [-0.1, 0.0, -0.3], [0.3, 0.5, 0.8], [-0.1, 0.1, 0.3], [-0.8, -0.4, 0.5], [1.1, 1.0, 0.9], [-1.0, -2.2, -0.2], [0.9, 0.5, -0.7], [0.3, -0.7, 0.4], [-1.8, 0.5, -1.1], [1.0, 0.4, 0.7], [0.4, -1.8, 0.0], [-0.4, 0.7, 0.1], [-0.3, 0.7, 0.1], [0.6, -0.3, -0.4], [0.4, 0.6, -0.3], [-0.1, 0.2, -0.1], [0.6, -0.3, 0.1], [-0.3, 0.4, 0.3], [-0.3, 0.4, 0.2], [-0.3, 0.5, -0.4]],
  "total_charge": 0,
  "multiplicity": 6,
  "lumo_energy_ha": [-0.040, -0.049],
  "orbital_gap_ev": [6.02, 5.83],
  "homo_ev": [-7.12, -7.17]
}

=====

2.
{
  "formula": "C16H36F6N2O22PS4",
  "method": "the ωB97M-V functional and the def2-TZVPD basis",
  "symbols": ["N", "H", "H", "H", "H", "N", "H", "H", "H", "H", "P", "F", "F", "F", "F", "F", "F", "C", "C", "C", "O", "C", "O", "O", "H", "H", "H", "H", "H", "H", "C", "C", "C", "O", "C", "O", "O", "H", "H", "H", "H", "H", "H", "C", "C", "O", "S", "O", "O", "O", "H", "H", "H", "H", "C", "C", "O", "S", "O", "O", "O", "H", "H", "H", "H", "C", "C", "O", "S", "O", "O", "O", "H", "H", "H", "H", "C", "C", "O", "S", "O", "O", "O", "H", "H", "H", "H"],
  "coordinates": [[2.851, -2.407, -0.930], [2.461, -3.348, -0.865], [2.127, -1.793, -0.516], [3.065, -2.096, -1.876], [3.776, -2.345, -0.494], [0.276, -1.047, -4.395], [1.289, -0.961, -4.473], [-0.198, -0.144, -4.459], [0.102, -1.512, -3.499], [-0.060, -1.656, -5.151], [0.087, -0.081, -0.400], [-0.375, -0.278, -1.973], [-1.493, -0.270, -0.013], [0.213, -1.729, -0.420], [0.414, -0.120, 1.153], [1.654, 0.088, -0.834], [-0.166, 1.492, -0.421], [-2.306, -3.599, -1.617], [-3.367, -3.350, -2.687], [-4.142, -2.060, -2.427], [-3.777, -1.220, -3.537], [-2.892, -1.838, -4.327], [-2.353, -1.331, -5.274], [-2.649, -3.093, -3.925], [-1.596, -2.769, -1.669], [-1.785, -4.551, -1.699], [-2.758, -3.547, -0.624], [-3.931, -4.273, -2.798], [-3.786, -1.578, -1.521], [-5.208, -2.256, -2.511], [0.486, -4.633, 3.498], [-0.660, -3.633, 3.486], [-0.887, -3.003, 2.115], [-2.242, -3.234, 1.788], [-2.797, -4.035, 2.720], [-3.917, -4.420, 2.668], [-1.882, -4.375, 3.652], [0.653, -5.096, 4.469], [1.418, -4.200, 3.131], [0.225, -5.470, 2.845], [-0.608, -2.950, 4.333], [-0.162, -3.378, 1.392], [-0.667, -1.940, 2.206], [2.386, -0.772, 5.075], [3.887, -0.427, 4.997], [4.396, -1.224, 3.931], [3.329, -1.240, 2.747], [3.486, -2.433, 1.963], [3.255, -0.007, 2.038], [2.081, -1.368, 3.819], [1.793, 0.122, 5.259], [2.221, -1.440, 5.920], [4.503, -0.749, 5.834], [4.069, 0.628, 4.786], [1.161, 4.533, 0.410], [2.004, 3.503, 1.096], [2.144, 3.922, 2.430], [0.645, 4.354, 2.923], [0.765, 5.401, 3.904], [-0.126, 3.193, 3.275], [0.250, 4.990, 1.435], [0.610, 4.132, -0.439], [1.728, 5.382, 0.029], [3.006, 3.499, 0.668], [1.552, 2.511, 1.059], [2.502, 2.321, -3.047], [2.379, 3.019, -4.381], [3.069, 4.246, -4.203], [3.388, 4.625, -2.649], [2.747, 5.851, -2.295], [4.781, 4.415, -2.399], [2.545, 3.340, -2.075], [3.435, 1.754, -2.946], [1.684, 1.670, -2.743], [1.375, 3.297, -4.716], [2.833, 2.490, -5.221], [-2.972, 2.365, -0.352], [-4.018, 1.892, 0.645], [-5.255, 2.470, 0.216], [-5.004, 3.914, -0.443], [-4.863, 4.920, 0.552], [-5.908, 4.083, -1.553], [-3.534, 3.479, -1.035], [-2.609, 1.607, -1.040], [-2.112, 2.769, 0.185], [-3.835, 2.177, 1.679], [-4.207, 0.825, 0.542]],
  "forces_ev_per_a": [[0.4, 0.2, -0.1], [0.4, -0.1, -0.3], [0.5, 0.2, 0.1], [-0.6, -0.3, -0.2], [-0.5, -0.1, 0.9], [0.6, -0.9, -0.4], [-0.1, 0.4, -0.2], [-0.2, -0.1, 0.2], [-0.6, 0.4, 0.1], [-0.4, 0.2, 0.0], [-3.3, -0.1, 1.4], [0.7, 0.8, -0.4], [0.3, -0.2, -0.3], [1.2, -0.3, -0.1], [0.9, 0.4, -0.2], [-0.5, -0.3, 0.0], [1.0, -0.3, -0.6], [-0.2, 0.5, 0.2], [1.5, -0.8, 0.8], [0.0, -0.5, -0.8], [0.4, 0.0, -0.4], [-0.5, -0.1, 0.4], [0.4, 0.1, 0.0], [-0.4, 0.2, -0.1], [0.1, -0.1, 0.1], [-0.1, 0.0, -0.3], [0.0, -0.1, 0.0], [-0.4, 0.3, -0.4], [-0.5, 0.0, 0.1], [-0.1, 0.4, 0.5], [-0.1, -0.3, -0.1], [-0.2, -1.3, 0.0], [1.2, 1.3, 0.8], [0.4, 0.3, -0.3], [0.1, -0.6, 0.2], [0.0, 0.0, 0.1], [-0.5, 0.0, 0.3], [0.0, 0.3, 0.1], [0.0, 0.2, 0.1], [0.0, 0.1, -0.2], [0.1, 0.3, -0.3], [-0.5, -0.4, -0.3], [-0.4, 0.1, -0.3], [0.8, 0.6, 0.8], [0.4, 0.4, 0.3], [0.2, -0.3, -1.8], [-0.6, 0.1, 1.9], [-0.3, 0.3, 0.5], [0.1, -0.2, 0.3], [0.2, -0.4, -1.7], [-0.1, 0.0, -0.4], [-0.3, -0.5, -0.5], [-0.4, 0.2, 0.3], [0.0, -0.1, 0.0], [-0.5, 0.5, -0.1], [1.0, -0.7, -0.9], [-1.2, 0.4, 1.3], [0.7, 1.3, 0.2], [-0.1, -1.1, -1.5], [0.5, 0.7, -1.0], [-0.2, -0.8, 1.5], [-0.2, -0.1, 0.2], [0.0, 0.1, 0.4], [0.0, -0.3, 0.0], [0.1, 0.0, 0.0], [0.3, -0.8, 0.5], [-0.3, 0.4, -0.7], [0.8, 0.9, 0.7], [0.0, -0.6, -0.7], [0.3, -1.2, -0.2], [-1.0, 0.1, -0.1], [0.1, 1.5, 0.4], [0.0, 0.0, -0.4], [-0.2, 0.1, -0.3], [-0.2, -0.3, 0.5], [0.2, -0.1, 0.3], [0.8, 1.0, 0.9], [-0.7, -0.7, -0.1], [-0.4, 0.9, -0.2], [0.0, -1.0, -1.5], [0.1, -0.3, -0.2], [1.1, -0.2, 1.4], [-1.1, 0.7, -0.3], [-0.4, 0.1, -0.3], [0.1, -0.3, 0.0], [0.2, 0.0, -0.1], [0.3, 0.0, 0.4]],
  "total_charge": 1,
  "multiplicity": 1,
  "lumo_energy_ha": -0.169,
  "de_lowest_kj_mol": 0.0,
  "orbital_gap_ev": 7.81,
  "homo_ev": -12.41
}

=====

3.
{
  "formula": "C4H8NO2",
  "method": "the ωB97M-V functional and the def2-TZVPD basis",
  "symbols": ["O", "C", "N", "C", "O", "C", "C", "H", "H", "H", "H", "H", "H", "H", "H"],
  "coordinates": [[2.101, -0.953, -1.704], [1.143, -0.804, -0.909], [0.142, -1.640, -0.665], [-2.609, 1.377, 0.247], [-3.566, 1.586, 0.943], [1.370, 0.341, 0.120], [1.252, -0.093, 1.587], [0.524, -2.582, -0.703], [-1.922, 2.051, -0.298], [-2.340, 0.319, 0.043], [2.350, 0.724, -0.160], [0.705, 1.207, -0.034], [0.583, -0.953, 1.600], [0.867, 0.661, 2.272], [2.264, -0.301, 1.946]],
  "forces_ev_per_a": [[0.0, 0.0, -0.3], [0.8, -0.9, 0.8], [-0.1, 0.5, 1.0], [0.1, -2.2, -0.4], [0.2, 1.2, -0.1], [-0.8, 1.2, -0.5], [0.5, 0.1, -0.3], [-0.3, -0.1, -1.1], [-0.5, 0.8, 0.5], [0.2, 0.1, 0.0], [0.2, 0.0, 0.3], [-0.2, -0.3, -0.2], [0.2, -0.2, 0.2], [-0.2, 0.3, -0.2], [-0.2, -0.5, 0.2]],
  "total_charge": -1,
  "multiplicity": 1,
  "lumo_energy_ha": 0.135,
  "de_lowest_kj_mol": 251.9,
  "orbital_gap_ev": 6.74,
  "homo_ev": -3.07
}

=====

4.
{
  "formula": "C7H11BrO3",
  "method": "the ωB97M-V functional and the def2-TZVPD basis",
  "symbols": ["C", "C", "C", "C", "C", "C", "C", "O", "O", "O", "Br", "H", "H", "H", "H", "H", "H", "H", "H", "H", "H", "H"],
  "coordinates": [[0.978, -0.034, -0.853], [-3.307, 0.639, -0.740], [-2.368, 1.455, 0.196], [-2.584, -0.709, 0.824], [2.222, 0.831, -0.792], [2.207, -1.707, 0.648], [0.989, -1.265, -0.175], [-0.046, 0.365, -1.406], [-3.529, -0.620, -0.118], [-2.127, 0.488, 1.205], [-0.771, -2.024, -0.126], [-4.275, 1.117, -0.883], [-2.706, 0.570, -1.631], [-1.380, 1.785, -0.393], [-2.636, 2.369, 0.671], [-2.917, -1.434, 1.574], [2.623, 1.122, -1.901], [3.185, 0.488, -0.240], [2.038, 1.867, -0.466], [3.187, -1.654, 0.079], [2.076, -2.836, 1.009], [2.483, -1.189, 1.567]],
  "forces_ev_per_a": [[0.2, -1.0, 1.2], [0.1, 2.2, -0.4], [2.1, 0.1, -1.9], [-0.9, 0.5, 0.6], [3.2, 1.3, -2.3], [0.0, -3.0, 0.4], [1.4, 0.7, 0.5], [-0.9, 1.5, -1.1], [1.2, 0.2, 0.1], [0.6, -1.6, 0.7], [0.6, 0.0, 0.3], [0.1, -0.2, -0.2], [-0.3, -0.7, -0.7], [-1.8, -1.5, 1.2], [-1.2, 0.4, 0.5], [1.0, 0.3, 0.1], [-1.0, -1.2, 2.2], [-2.0, 0.2, -0.8], [-0.5, -0.5, 0.4], [-1.4, -0.4, 0.1], [0.4, 2.2, -0.9], [-0.7, 0.5, 0.2]],
  "total_charge": 0,
  "multiplicity": 1,
  "lumo_energy_ha": [-0.007, -0.007],
  "de_lowest_kj_mol": 375.6,
  "orbital_gap_ev": [6.64, 6.64],
  "homo_ev": [-6.84, -6.84]
}

=====

5.
{
  "formula": "C6H12O",
  "method": "the ωB97M-V functional and the def2-TZVPD basis",
  "symbols": ["C", "C", "C", "C", "C", "O", "C", "H", "H", "H", "H", "H", "H", "H", "H", "H", "H", "H", "H"],
  "coordinates": [[2.737, 0.149, 0.269], [1.365, -0.514, 0.347], [0.230, 0.497, 0.508], [-1.122, -0.178, 0.653], [-1.693, -1.118, -0.417], [-2.900, -0.499, -0.406], [-2.428, 0.593, 0.416], [2.788, 0.852, -0.571], [2.959, 0.708, 1.185], [3.529, -0.594, 0.130], [1.342, -1.221, 1.187], [1.189, -1.107, -0.561], [0.209, 1.165, -0.365], [0.418, 1.123, 1.391], [-1.164, -0.715, 1.611], [-1.136, -1.239, -1.521], [-0.858, -0.353, -1.776], [-2.300, 1.491, -0.203], [-3.098, 0.789, 1.258]],
  "forces_ev_per_a": [[0.1, 0.0, 0.0], [0.0, 0.0, 0.0], [0.0, 0.0, 0.0], [0.1, 0.0, 0.1], [0.2, 0.1, -0.1], [-0.1, -0.1, -0.1], [-0.1, 0.2, 0.1], [0.0, -0.1, 0.1], [0.0, -0.1, -0.1], [-0.1, 0.1, 0.0], [0.0, 0.1, -0.1], [0.0, 0.1, 0.1], [0.0, -0.1, 0.1], [0.0, -0.1, -0.1], [0.0, 0.0, -0.1], [0.0, 0.0, 0.0], [-0.1, 0.0, 0.2], [0.0, -0.1, 0.1], [0.1, 0.0, -0.1]],
  "total_charge": 0,
  "multiplicity": 1,
  "lumo_energy_ha": 0.033,
  "de_lowest_kj_mol": 501.0,
  "orbital_gap_ev": 9.13,
  "homo_ev": -8.23
}